ORCA calculation (wB97M-V/def2-TZVPD) on C36H34F5N4O4PTi as an isolated structure.

Element x y z (Å)
Ti  -0.662  -0.078  1.057
P  -0.552  -0.379  -1.498
F  -1.371  -1.253  5.781
F  -2.795  -4.470  1.627
F  -2.197  -3.723  6.249
F  4.998  3.093  2.131
F  -2.059  -1.916  1.137
O  6.593  2.809  -0.122
O  1.441  0.429  1.114
O  5.019  -1.402  -0.785
O  0.820  -1.670  1.191
N  4.115  -0.197  0.942
N  5.765  0.709  -0.425
N  -1.128  2.116  1.681
N  -1.196  -0.287  3.024
C  -0.738  -3.135  -1.341
C  -3.008  2.489  -4.173
C  -1.492  0.742  -2.609
C  -2.805  1.053  -2.257
C  3.191  1.087  -2.170
C  -2.442  -3.697  2.666
C  -1.063  -2.022  -2.117
C  -1.632  -1.515  3.427
C  -1.069  0.838  3.921
C  4.959  1.979  1.396
C  -0.951  1.313  -3.755
C  -1.739  -2.014  4.729
C  4.962  -0.384  -0.133
C  -1.703  2.186  -4.532
C  -0.681  3.526  -0.388
C  -1.728  -2.210  -3.325
C  -3.561  1.913  -3.035
C  -0.652  2.070  3.100
C  3.120  -1.044  -3.275
C  -2.508  -4.186  3.961
C  1.798  -1.208  -2.881
C  -2.063  -3.487  -3.749
C  1.162  -0.228  -2.128
C  -2.044  -2.408  2.423
C  4.153  0.960  1.692
C  -1.069  -4.411  -1.769
C  5.851  1.924  0.236
C  -3.568  1.489  2.042
C  -2.158  -3.314  4.972
C  1.880  0.913  -1.762
C  1.725  -0.802  1.191
C  -0.289  3.164  1.030
C  3.169  -1.256  1.246
C  -1.735  -4.590  -2.973
C  3.814  0.103  -2.928
C  -2.553  2.526  1.611
H  4.844  0.224  -3.238
H  0.437  2.117  3.046
H  -0.995  2.977  3.616
H  -0.294  0.692  4.684
H  3.483  1.005  2.538
H  -1.266  2.626  -5.418
H  3.367  -1.714  2.220
H  0.139  4.081  -0.846
H  3.312  -2.027  0.490
H  -3.244  0.624  -1.360
H  -2.583  -3.617  -4.689
H  -4.563  1.893  1.838
H  -2.673  3.443  2.207
H  -4.580  2.140  -2.750
H  0.731  2.773  1.045
H  -0.811  -5.260  -1.151
H  0.065  1.083  -4.050
H  -2.818  -5.198  4.165
H  -2.001  -5.584  -3.305
H  -0.865  2.640  -0.997
H  -3.514  1.245  3.099
H  1.266  -2.110  -3.157
H  -0.295  4.057  1.672
H  -3.485  0.551  1.486
H  3.608  -1.822  -3.846
H  -2.754  2.793  0.574
H  -0.219  -3.004  -0.398
H  1.412  1.665  -1.140
H  3.729  1.982  -1.883
H  -1.995  1.034  4.474
H  -1.991  -1.360  -3.942
H  6.382  0.580  -1.215
H  -1.566  4.159  -0.444
H  -3.591  3.171  -4.776

Summary:
Strongest force on any atom: 0.0164 Eh/bohr
Orbital gap (spin up / spin down): 6.840 / 8.002 eV
E_HOMO (spin up / spin down): -6.43 / -7.62 eV
2S+1: 3